This record from OMol25 describes 3 unconnected molecules or ions with the total composition C4H14NO2 at a distorted geometry. The level of theory is ωB97M-V/def2-TZVPD.

HOMO: -13.58 eV
LUMO level: -3.04 eV
Kohn-Sham gap: 10.54 eV
Net charge: +1
Strongest force on any atom: 0.0616 Eh/bohr

Positions of all 21 atoms, in Å:
C 3.2569 0.2744 1.5732
C 1.7971 0.7983 1.4733
C 0.7590 -0.1802 0.9275
C -0.0515 0.2314 -0.0360
N -0.6052 -0.8658 -0.9322
H 3.3945 -0.6190 2.1806
H 3.8071 1.1016 2.0425
H 3.6194 -0.1730 0.6215
H 1.8361 1.6894 0.8318
H 1.4656 0.8973 2.6150
H 0.8507 -1.1980 1.2411
H -0.5065 1.1173 -0.3753
H -1.5434 -0.6700 -1.3790
H 0.0815 -0.9202 -1.6786
H -0.3900 -1.7984 -0.5588
H -2.9665 -2.2778 -2.3333
H -3.4610 -0.7766 -2.7392
O -2.8741 -1.3288 -2.2234
H -3.0585 1.3989 0.3747
H -2.7070 2.0351 -1.1213
O -2.7043 1.2640 -0.5041

***

This record from OMol25 describes 3 unconnected molecules or ions with the total composition C4H14NO2 at a distorted geometry. The level of theory is ωB97M-V/def2-TZVPD.

HOMO: -14.12 eV
LUMO level: -2.96 eV
Kohn-Sham gap: 11.16 eV
Net charge: +1
Strongest force on any atom: 0.0450 Eh/bohr

Positions of all 21 atoms, in Å:
C 0.0826 2.1686 0.2566
C 1.2801 1.4360 -0.3574
C 1.0057 0.5135 -1.5080
C 0.1991 -0.5430 -1.5101
N -0.7083 -0.7514 -0.3365
H -0.4007 2.5594 -0.6476
H -0.7301 1.5348 0.6351
H 0.2760 2.9243 0.9997
H 1.9890 2.2434 -0.5927
H 1.9638 0.9558 0.3600
H 1.4574 0.7171 -2.4739
H 0.1872 -1.3595 -2.2145
H -0.2439 -0.1076 0.3163
H -0.5760 -1.7181 -0.0075
H -1.6964 -0.5168 -0.2661
H 1.5989 -3.0692 1.1386
H 0.7964 -3.7459 0.1254
O 0.9708 -2.8160 0.4328
H -2.6024 1.4218 2.1719
H -2.0672 0.1564 2.7710
O -2.2492 0.5457 1.9030

***

This record from OMol25 describes 2 unconnected molecules or ions with the total composition C4H14NO2 at a distorted geometry. The level of theory is ωB97M-V/def2-TZVPD.

HOMO (spin up / spin down): -19.00 / -19.00 eV
LUMO level (spin up / spin down): -7.95 / -14.95 eV
Kohn-Sham gap (spin up / spin down): 11.05 / 4.05 eV
Net charge: +2
Strongest force on any atom: 0.0744 Eh/bohr
Spin multiplicity: 2

Positions of all 21 atoms, in Å:
C -0.4742 1.2612 1.4614
O -1.6639 0.6415 1.8732
C -0.3033 0.7938 -0.0507
C 1.1485 0.8593 -0.5477
C 1.1111 1.1584 -2.0414
N -0.6389 -0.7029 -0.0472
H -0.7124 2.3032 1.7141
H 0.3633 0.9100 2.0666
H -1.8734 0.7772 2.8222
H -0.9533 1.2266 -0.8457
H 1.6654 1.7543 -0.1010
H 1.6215 -0.0342 -0.2313
H 2.1028 1.4999 -2.4684
H 0.7914 0.3514 -2.7044
H 0.5189 2.0264 -2.3319
H -0.2067 -1.1969 0.7324
H -0.3453 -1.1775 -0.9116
H -1.6560 -0.8259 0.0378
H 1.5344 -3.4790 -0.8939
H 0.3366 -3.7867 -0.0083
O 0.6946 -3.1054 -0.5873

***

This record from OMol25 describes 3 unconnected molecules or ions with the total composition C4H14NO3 at a distorted geometry. The level of theory is ωB97M-V/def2-TZVPD.

HOMO: -4.54 eV
LUMO level: 3.76 eV
Kohn-Sham gap: 8.30 eV
Net charge: -1
Strongest force on any atom: 0.0376 Eh/bohr

Positions of all 22 atoms, in Å:
C 0.0167 1.1923 -0.4398
N -1.4162 1.4723 -0.1883
C -2.1033 0.3660 0.5119
O -2.1020 -0.8760 -0.0860
C 0.9288 2.2457 0.2395
C 1.8566 1.5881 1.3005
H 0.1410 1.3022 -1.5146
H 0.2782 0.1615 -0.2216
H -1.9425 1.6109 -1.0388
H -3.1733 0.6418 0.5525
H -1.7018 0.4115 1.5484
H 1.5607 2.7788 -0.4808
H 0.3617 3.0479 0.7107
H 1.3568 1.1352 2.1556
H 2.4043 2.4681 1.6457
H 2.5382 0.7703 1.0586
H 2.4925 -2.1629 -0.8650
H 1.1988 -2.8367 -1.0119
O 2.2192 -3.0900 -0.9305
H -1.1049 -1.3130 -0.2799
H -0.0616 -2.7001 0.3930
O -0.0176 -2.1567 -0.4130

***

What did we get for energy relative to the best compared isomer or geometry (same formula, charge and spin)? Answer: 2.478; 1.963; 1.754; 1.028 eV, in the order shown.